DFT (ωB97M-V/def2-TZVPD) results for a 16-piece molecular cluster, C39H103N7O16S9 overall at a distorted geometry.

CARTESIAN COORDINATES (ANGSTROEM)
C: -4.467408 2.812199 5.162871
C: -3.278128 2.146964 4.612097
O: -3.001623 0.934825 4.897758
N: -2.551794 2.854476 3.740474
C: -1.223338 2.506385 3.233173
H: -4.509972 3.863934 4.879770
H: -4.484988 2.630294 6.237442
H: -5.422529 2.398235 4.839645
H: -2.874213 3.765091 3.445651
H: -0.658495 3.436241 3.299680
H: -1.234591 2.026687 2.254465
H: -0.676303 1.742475 3.785701
C: -3.567316 5.838086 -3.181197
C: -2.879580 5.573395 -1.833237
O: -2.210098 6.436626 -1.223765
N: -2.920578 4.380850 -1.302704
C: -2.159950 3.978980 -0.128135
H: -4.398697 6.532314 -3.058947
H: -3.974981 4.886930 -3.523555
H: -2.896078 6.341814 -3.876742
H: -3.184087 3.627371 -1.921510
H: -1.113246 4.090792 -0.411003
H: -2.308634 2.937579 0.157293
H: -2.415109 4.549161 0.765116
C: 3.219114 2.095774 3.205594
C: 4.082747 1.267550 2.303403
O: 3.651445 0.980123 1.219283
N: 5.300515 0.914543 2.724197
C: 6.174444 0.069771 1.916265
H: 2.172735 2.034378 2.906555
H: 3.507399 3.145544 3.260077
H: 3.265294 1.771015 4.245064
H: 5.589086 1.059666 3.681154
H: 7.226932 0.149010 2.188470
H: 6.171980 0.298502 0.850539
H: 5.935967 -0.993565 1.939859
C: -4.404567 1.362126 -4.818151
C: -3.528111 1.331667 -3.572283
O: -3.450884 2.327365 -2.888370
N: -2.911758 0.232380 -3.184547
C: -2.830395 -1.062861 -3.788622
H: -4.286630 2.320612 -5.323619
H: -5.442951 1.295296 -4.493506
H: -4.177848 0.588671 -5.551946
H: -2.437911 0.305391 -2.295593
H: -1.825151 -1.483485 -3.762788
H: -3.134843 -1.103728 -4.834441
H: -3.369875 -1.694242 -3.082634
C: 1.323242 -1.586297 -3.926688
C: 1.390243 -3.043819 -4.261793
O: 1.714904 -3.943144 -3.500679
N: 1.143453 -3.301144 -5.517574
C: 1.376431 -4.705635 -5.989963
H: 1.457512 -1.483356 -2.849907
H: 0.322778 -1.217868 -4.153496
H: 2.028616 -1.032670 -4.546407
H: 0.562359 -2.678496 -6.060480
H: 0.761787 -4.890964 -6.870861
H: 1.197982 -5.561264 -5.338690
H: 2.367559 -4.784245 -6.436694
C: 1.356728 1.607527 -1.390622
C: 0.395352 0.651183 -0.593530
O: -0.537902 0.106671 -1.088073
N: 0.713000 0.455647 0.674943
C: -0.019003 -0.473862 1.585821
H: 2.159318 2.001219 -0.766968
H: 0.807567 2.469066 -1.770462
H: 1.875780 1.020080 -2.147980
H: 1.228687 1.200511 1.121416
H: -1.081548 -0.234043 1.625821
H: 0.383951 -0.300800 2.583711
H: 0.252459 -1.510208 1.384847
C: -1.892514 2.251717 -8.103806
C: -1.324272 2.792469 -6.787522
O: -1.427996 3.987436 -6.501258
N: -0.724590 1.936059 -5.973088
C: -0.182642 2.288507 -4.682623
H: -1.837444 1.166112 -8.022924
H: -1.215075 2.597419 -8.884612
H: -2.934754 2.545738 -8.227893
H: -0.724284 0.983744 -6.309515
H: -0.164216 3.373633 -4.581376
H: 0.744617 1.717513 -4.730294
H: -0.806452 1.877269 -3.888997
C: -3.117380 -2.071448 -0.110745
S: -2.628501 -3.847613 -0.586157
O: -3.327331 -4.100458 -1.927201
C: -0.903019 -3.472960 -1.090064
H: -3.180346 -1.266864 -0.843401
H: -2.386154 -1.750720 0.631242
H: -4.103940 -2.085879 0.352496
H: -0.415669 -4.390260 -1.420436
H: -0.278555 -3.101249 -0.277671
H: -0.942596 -2.709900 -1.867412
C: 5.062703 1.458362 -2.748050
S: 4.318580 0.796953 -4.235453
O: 3.328256 1.769595 -4.822614
C: 5.752391 1.089889 -5.428833
H: 4.618788 1.155999 -1.799558
H: 4.923651 2.539455 -2.746821
H: 6.125431 1.218229 -2.715878
H: 6.060303 2.124860 -5.280090
H: 5.488810 0.993578 -6.482095
H: 6.662034 0.536034 -5.196718
C: -7.208991 1.707534 0.610910
S: -6.245856 0.561557 1.688332
O: -6.256581 -0.770923 0.965697
C: -4.542018 1.202057 1.306921
H: -7.344925 1.317027 -0.397622
H: -6.748434 2.693813 0.667860
H: -8.196487 1.924190 1.018340
H: -4.290618 1.255666 0.247663
H: -3.850788 0.702658 1.985814
H: -4.429003 2.230764 1.649107
C: 3.582982 -1.661055 -1.087468
S: 4.446058 -2.589807 -2.413642
O: 5.829607 -2.017107 -2.619135
C: 4.592850 -4.116412 -1.436094
H: 3.194881 -0.703089 -1.433554
H: 4.319146 -1.468441 -0.307050
H: 2.708290 -2.199024 -0.721948
H: 3.605277 -4.436464 -1.103883
H: 5.184279 -3.988564 -0.529482
H: 5.094295 -4.893252 -2.013316
C: 0.323420 -5.804749 1.470707
S: 0.518562 -5.127103 3.121449
O: 0.132967 -3.643834 2.912966
C: -0.969575 -5.938090 3.966353
H: 0.944639 -5.257709 0.761526
H: -0.677386 -5.855686 1.041889
H: 0.764123 -6.801257 1.441734
H: -0.774482 -6.974089 4.243360
H: -1.743200 -5.999013 3.200916
H: -1.291142 -5.359765 4.832512
C: -5.186226 -2.581342 4.914805
S: -3.423376 -3.160279 5.156115
O: -3.532886 -4.689669 5.041303
C: -2.937888 -2.524397 3.475449
H: -5.897934 -2.650022 5.737518
H: -5.580214 -2.969004 3.975337
H: -5.107242 -1.506160 4.754031
H: -2.733409 -3.356529 2.801763
H: -2.141971 -1.782848 3.544207
H: -3.722019 -1.838657 3.154519
C: 1.170310 0.556368 6.921372
S: 1.879671 -0.707907 5.794613
O: 2.588294 -1.767974 6.634890
C: 0.338669 -1.502781 5.355913
H: 0.716746 0.115833 7.809226
H: 0.474422 1.212452 6.398500
H: 2.058727 1.160381 7.105711
H: -0.141839 -0.919209 4.570635
H: -0.296783 -1.763512 6.202269
H: 0.616553 -2.433296 4.860910
C: 3.907983 -4.259342 4.721306
S: 4.660937 -2.900147 3.736433
O: 5.643713 -3.690832 2.850999
C: 3.257077 -2.434874 2.576041
H: 2.987608 -3.938141 5.208991
H: 4.628499 -4.748458 5.376833
H: 3.702430 -5.066889 4.018655
H: 2.854146 -3.249737 1.974581
H: 3.648499 -1.650287 1.928509
H: 2.444384 -1.981428 3.143506
C: 2.751588 4.677464 -0.620905
S: 1.421029 4.992230 0.623403
O: 1.038228 3.642628 1.168285
C: 2.451005 5.765864 1.913850
H: 3.198986 5.615629 -0.949198
H: 2.376994 4.169360 -1.509503
H: 3.411720 3.922667 -0.193570
H: 1.972307 5.519854 2.861703
H: 2.597323 6.834090 1.753872
H: 3.397964 5.228559 1.965642

Cartesian forces, eV/Å:
-1.091 0.493 0.437
0.653 -3.903 -0.112
-0.350 2.883 -0.557
0.785 0.051 -0.278
0.036 -0.192 0.187
0.091 0.117 0.464
0.174 0.449 0.063
0.218 -0.434 -0.398
-0.019 -0.134 0.304
0.271 -0.294 -0.681
-0.202 0.742 -0.433
-0.523 0.147 0.859
-0.129 -0.354 0.959
1.951 3.156 0.627
-0.879 0.155 -0.939
-1.234 -2.796 0.377
0.326 0.375 -0.533
-0.047 -0.029 0.332
0.158 0.151 -0.520
0.181 -0.477 0.041
-0.249 -0.130 0.189
0.203 0.131 0.683
-0.303 -0.148 -0.577
0.204 0.432 -0.212
-0.239 0.195 1.329
-0.434 0.866 1.007
-0.306 -0.725 -2.074
1.364 -0.597 0.147
0.445 -0.430 -0.650
0.222 0.107 -0.213
0.101 0.030 -0.418
0.125 -0.269 0.110
-0.293 0.091 -0.178
-0.188 0.238 0.487
-0.449 0.523 0.087
-0.226 -0.076 0.387
0.455 -0.103 -0.137
-0.839 -0.231 -1.330
-0.172 1.231 0.698
0.908 -0.394 -0.134
-0.032 -0.847 0.559
0.114 0.068 0.236
0.003 -0.164 -0.042
-0.166 -0.105 0.172
0.320 0.248 0.069
0.328 0.429 0.031
-0.467 0.034 0.363
-0.447 -0.764 -0.873
-0.539 -0.035 0.607
0.580 0.265 1.711
0.219 0.276 0.806
-0.555 -2.604 -2.569
-0.308 0.660 -1.690
0.234 0.318 -0.199
-0.093 0.159 -0.044
0.137 0.073 0.346
0.329 -0.184 -0.037
-0.431 0.251 0.059
-0.020 0.790 0.593
0.327 0.048 0.562
-0.247 -0.564 1.139
2.382 2.132 -0.149
-2.625 -1.655 -2.048
0.101 -0.327 2.364
1.092 1.100 -0.347
-0.205 -0.178 0.339
-0.107 -0.348 -0.396
-0.478 0.119 -0.453
0.432 -0.216 -0.173
-0.087 -0.440 -0.248
0.040 0.176 0.020
-0.577 -0.024 -0.293
0.778 -0.492 1.154
-1.104 2.293 -0.442
-0.056 -0.511 -0.276
-0.747 -0.983 -0.639
0.005 -1.147 -0.279
-0.143 -0.165 -0.513
-0.417 0.021 -0.221
0.294 0.235 -0.133
0.302 0.066 0.511
0.526 -0.229 -0.171
0.620 0.883 0.987
-0.074 0.035 0.137
0.240 -0.690 0.785
-0.714 2.041 -2.294
0.769 -0.069 1.713
0.003 0.048 0.413
0.408 -0.670 -0.692
0.020 -0.094 0.118
-0.024 -0.395 0.082
-0.341 -0.019 -0.344
-0.322 0.147 0.316
-0.033 -0.204 -0.070
0.415 0.995 0.475
0.425 -0.024 -2.157
-0.003 -0.301 0.972
0.514 0.400 1.174
-0.305 -0.643 -0.313
0.196 0.181 -0.418
-0.060 -0.098 -0.086
-0.379 0.255 0.077
-0.531 -0.379 0.362
-0.303 -0.550 0.070
-0.098 0.560 0.713
0.871 -0.563 -2.005
-0.241 0.805 0.903
-0.594 1.041 0.861
0.505 -0.047 0.105
0.406 -0.085 -0.462
-0.109 -0.641 0.273
-0.126 -0.749 -0.004
0.039 -0.669 -0.485
-0.496 0.323 0.108
0.339 0.211 -0.094
0.176 -0.015 -0.062
-0.908 -0.133 0.578
0.260 -0.037 0.409
0.312 -0.007 -0.313
-0.114 -0.078 0.136
0.206 -0.335 0.018
-0.108 -0.028 -0.431
0.157 0.474 -0.002
-0.258 0.146 -0.265
0.526 -0.918 -0.555
-1.736 1.456 -0.150
0.427 -1.635 0.530
0.671 -0.027 -1.154
0.067 0.478 0.356
-0.218 0.230 0.533
-0.166 -0.263 0.248
0.502 0.088 0.115
-0.179 0.430 0.202
0.169 0.072 -0.282
0.511 1.098 -0.096
-1.848 -1.598 -1.202
0.525 1.902 0.236
-0.255 0.987 0.606
0.454 -0.769 0.190
0.120 -0.471 0.203
0.231 0.232 0.006
-0.028 0.163 0.178
0.699 -0.679 0.274
-0.469 -0.651 -0.380
0.864 0.038 -0.635
-0.423 -1.366 1.381
-0.445 1.430 -0.769
0.170 -0.370 -0.753
0.237 -0.052 -0.093
-0.174 -0.285 -0.202
-0.141 0.060 0.685
-0.384 0.190 0.341
0.058 0.433 0.069
0.117 -0.039 -0.036
-0.418 -0.109 -0.809
0.336 -1.900 -1.587
-0.970 1.343 0.944
0.306 0.102 0.900
0.250 0.050 0.245
0.183 0.855 0.309
-0.282 0.256 -0.409
0.328 -0.233 0.235
0.233 -0.102 0.014
-0.038 -0.128 0.179
-0.444 -0.298 0.216
0.216 -0.277 -0.456
0.251 0.319 -0.060
0.330 -0.827 -0.088
0.226 -0.077 0.337
-0.640 0.332 0.084
0.434 0.436 0.352
-0.387 0.406 -0.113
-0.136 -0.129 0.013
0.205 0.169 -0.251

The molar mass is 1214.89 g/mol. As for the net charge: 0. For the LUMO energy, the calculation gives 0.0 eV. The energy relative to the best compared isomer or geometry (same formula, charge and spin) comes out at 52.4 kcal per mole. The value obtained for the total energy is -6718.3330 a.u.